[1]
A molecular structure, C29H30CdMgN9O9 at a distorted geometry, computed with the ωB97M-V functional and the def2-TZVPD basis.

maximum force	7.234	eV Å⁻¹
energy relative to the best compared isomer or geometry (same formula, charge and spin)	52.0	kcal/mol
gap between HOMO and LUMO	7.44	eV

```
! wB97M-V def2-TZVPD RIJCOSX def2/J DEFGRID3
* xyz 1 1
Mg 21.700 -5.777 13.933
Cd 17.596 -5.751 11.709
N 19.398 -7.903 13.420
O 20.443 -7.335 13.718
O 19.243 -9.050 13.734
O 18.547 -7.370 12.760
N 20.705 -5.159 10.874
O 21.448 -5.353 11.851
O 21.130 -4.654 9.844
O 19.503 -5.436 10.898
N 18.869 -4.055 14.132
O 19.929 -4.618 14.176
O 18.034 -4.535 13.375
O 18.623 -3.166 14.948
N 20.966 -10.365 15.704
C 22.261 -10.757 15.941
C 22.545 -10.231 17.187
C 21.501 -9.532 17.675
C 20.442 -9.741 16.832
H 20.402 -10.522 14.881
H 22.787 -11.280 15.155
H 23.511 -10.243 17.671
H 21.424 -8.892 18.543
H 19.455 -9.304 16.823
N 17.203 -7.132 10.033
C 17.657 -8.452 10.032
C 17.429 -9.317 8.946
C 16.571 -8.955 7.886
C 15.991 -7.675 7.896
C 16.378 -6.820 8.916
H 18.279 -8.838 10.826
H 17.862 -10.306 8.929
H 16.405 -9.659 7.084
H 15.354 -7.348 7.088
H 15.949 -5.831 8.850
N 23.290 -6.860 13.454
C 23.999 -6.733 12.272
C 25.106 -7.584 11.928
C 25.539 -8.535 12.805
C 24.803 -8.768 13.955
C 23.714 -7.976 14.233
H 23.778 -5.951 11.561
H 25.508 -7.497 10.930
H 26.373 -9.187 12.589
H 25.073 -9.677 14.473
H 23.120 -8.193 15.108
N 21.726 -5.910 15.918
C 20.668 -6.270 16.671
C 20.661 -6.414 18.069
C 21.754 -6.115 18.857
C 22.851 -5.627 18.160
C 22.818 -5.655 16.744
H 19.802 -6.611 16.123
H 19.699 -6.744 18.432
H 21.819 -6.105 19.935
H 23.727 -5.296 18.698
H 23.693 -5.286 16.229
N 17.290 -12.257 11.077
C 17.402 -11.243 11.962
C 16.383 -10.391 12.310
C 15.092 -10.577 11.724
C 14.900 -11.643 10.868
C 16.013 -12.511 10.645
H 18.383 -10.952 12.305
H 16.604 -9.504 12.887
H 14.274 -9.880 11.828
H 13.926 -11.864 10.457
H 15.864 -13.454 10.141
N 15.820 -6.278 12.601
C 14.597 -6.488 11.955
C 13.430 -7.076 12.529
C 13.465 -7.518 13.852
C 14.639 -7.310 14.564
C 15.725 -6.704 13.929
H 14.560 -6.322 10.888
H 12.582 -7.197 11.871
H 12.603 -8.047 14.232
H 14.696 -7.729 15.558
H 16.666 -6.679 14.457
*
```

***

[2]
5 unconnected molecules or ions with the total composition C14H19N5 at a distorted geometry, computed with the ωB97M-V functional and the def2-TZVPD basis.

maximum force	1.178	eV Å⁻¹
energy relative to the best compared isomer or geometry (same formula, charge and spin)	16.6	kcal/mol
gap between HOMO and LUMO	7.63	eV
SMILES	c1cc[nH]c1.c1cc[nH]c1.CC#N.CC#N.CC#N

```
! wB97M-V def2-TZVPD RIJCOSX def2/J DEFGRID3
* xyz 0 1
C 9.044 26.434 -17.051
C 8.142 27.052 -18.026
N 7.455 27.518 -18.816
H 8.594 25.474 -16.808
H 9.207 27.064 -16.182
H 9.995 26.314 -17.571
C 11.919 23.494 -18.280
C 11.565 24.153 -19.535
N 11.288 24.686 -20.516
H 11.250 22.656 -18.096
H 11.656 24.163 -17.455
H 12.980 23.282 -18.230
C 15.067 24.818 -21.659
C 15.374 24.822 -23.104
N 15.652 24.766 -24.213
H 15.420 25.713 -21.159
H 15.649 23.974 -21.283
H 13.997 24.658 -21.554
N 13.073 18.414 -14.369
C 13.146 19.690 -14.833
C 12.063 19.871 -15.670
C 11.307 18.655 -15.686
C 11.983 17.777 -14.876
H 13.757 17.955 -13.797
H 13.869 20.412 -14.498
H 11.642 20.757 -16.117
H 10.321 18.497 -16.085
H 11.815 16.753 -14.583
N 10.698 25.167 -23.495
C 11.849 25.126 -24.216
C 11.550 25.061 -25.554
C 10.134 25.124 -25.634
C 9.623 25.170 -24.365
H 10.652 25.115 -22.487
H 12.842 24.980 -23.823
H 12.260 24.951 -26.353
H 9.562 25.204 -26.547
H 8.606 25.297 -24.042
*
```

***

[3]
A gas-phase ion, C5H13N3O2 (charge +2) at a distorted geometry, computed with the ωB97M-V functional and the def2-TZVPD basis.

maximum force	4.332	eV Å⁻¹
energy relative to the best compared isomer or geometry (same formula, charge and spin)	0.0	kcal/mol
gap between HOMO and LUMO	10.19	eV
SMILES	C/[NH+]=C(N)/C(=C/O)[NH2+]CO

```
! wB97M-V def2-TZVPD RIJCOSX def2/J DEFGRID3
* xyz 2 1
C 1.711 1.509 -0.666
C 0.686 0.600 -0.600
C -0.295 0.845 0.475
C -1.899 -0.345 1.988
C 0.842 -1.730 -1.133
N -0.334 1.976 1.193
N -1.110 -0.103 0.782
N 0.585 -0.328 -1.729
O 2.640 1.398 -1.602
O -0.340 -2.362 -0.699
H 1.695 2.048 0.341
H -1.269 0.061 2.845
H -2.245 -1.363 2.160
H -2.858 0.219 1.813
H 1.423 -2.294 -1.896
H 1.448 -1.494 -0.190
H 0.185 2.827 1.060
H -0.913 1.993 1.987
H -1.292 -0.754 0.049
H -0.242 -0.287 -2.391
H 1.483 0.085 -2.164
H 3.476 1.874 -1.560
H -0.535 -3.168 -1.080
*
```